# 1
22
Properties=species:S:1:pos:R:3:lowdin_charge:R:1 method="wB97M-V/def2-TZVPD" charge=+1 multiplicity=8 homo_ev="-12.65 / -12.82" gap_ha="0.311 / 0.343" s_squared=15.8739
O 2.32185 1.11032 -0.08304 -0.352
C 2.87761 0.14529 0.75001 -0.310
C 2.71452 -1.24984 0.11981 -0.300
O 1.38200 -1.43495 -0.24536 -0.463
Gd 0.75921 0.40323 -0.79635 1.635
H 2.51159 0.03364 1.79621 0.122
H 3.37402 -1.34298 -0.76894 0.129
O -2.57177 -0.76997 -0.02462 -0.001
C -2.07626 -0.25568 1.12512 -0.085
C -1.28527 0.82956 1.19116 -0.104
O -0.99594 1.56172 0.03267 -0.239
C -2.03652 1.39473 -0.94230 -0.078
C -2.11258 -0.10616 -1.23194 -0.423
O -0.88388 -0.56068 -1.57487 -0.375
Li -0.07988 -2.17808 -0.98783 0.767
H -2.39581 -0.77305 2.02825 0.151
H -0.87475 1.25082 2.10481 0.144
H -1.72636 1.94345 -1.83769 0.150
H -2.97723 1.80114 -0.54737 0.165
H -2.89062 -0.33276 -1.97816 0.174
H 3.91617 0.54494 1.02155 0.154
H 3.04990 -2.01470 0.84888 0.136

---

# 2
21
Properties=species:S:1:pos:R:3:nbo_charge:R:1 method="wB97M-V/def2-TZVPD" relative_energy_kj_mol=0.0 multiplicity=2 homo_ev="-7.87 / -7.99" gap_ha="0.269 / 0.232" s_squared=0.7626
O 3.40982 1.88246 -0.25649 -0.746
C 2.65607 0.86001 -0.86289 0.621
O 3.42301 -0.12079 -0.91113 -0.605
H 2.92504 2.71380 -0.28267 0.492
O 1.41071 0.37790 0.90909 -0.552
C 0.53545 0.46056 1.86889 0.432
C 0.00494 1.82238 2.20621 -0.519
C -0.68786 1.77948 3.57776 -0.424
C -1.68406 2.90326 3.78759 -0.064
O -1.03574 4.18199 3.76462 -0.514
C -1.38437 5.01759 2.82577 0.366
O -0.62730 6.08219 2.99058 -0.677
H -0.23497 -0.33507 1.89508 0.144
H -0.72926 2.13006 1.43986 0.251
H 0.82692 2.55191 2.21390 0.238
H 0.06730 1.78476 4.37682 0.220
H -1.25778 0.84337 3.69124 0.212
H -2.16059 2.81316 4.77224 0.196
H -2.45693 2.89771 3.00769 0.198
H -0.71129 6.64347 2.21157 0.501
Hg 4.34443 0.03485 1.23575 0.229

---

# 3
22
Properties=species:S:1:pos:R:3:nbo_charge:R:1 method="wB97M-V/def2-TZVPD" relative_energy_kj_mol=478.2 homo_ev="-5.57 / -5.57" gap_ha="0.189 / 0.189"
O 2.39950 0.83775 -0.49549 -0.982
C 2.59134 -0.00607 0.54509 -0.089
C 2.54227 -1.39930 -0.13612 -0.106
O 1.29478 -1.52444 -0.72617 -1.145
Mg 0.68464 0.26498 -1.33291 1.823
H 2.61457 -0.41437 1.58442 0.258
H 3.31744 -1.60635 -0.90201 0.164
O -2.15763 -0.70800 0.29430 -0.551
C -1.48841 -0.11973 1.35124 0.006
C -0.51992 0.84106 1.15280 0.012
O -0.54985 1.55411 -0.10711 -0.600
C -1.84761 1.48618 -0.70293 -0.123
C -2.11696 0.00438 -0.96714 0.344
O -1.10735 -0.50608 -1.72299 -1.060
Na -0.48426 -2.54537 -1.06269 0.960
H -2.08334 -0.11260 2.26603 0.210
H -0.15960 1.47815 1.95997 0.226
H -1.78858 2.02949 -1.65314 0.203
H -2.58968 1.94312 -0.03486 0.193
H -3.11330 -0.14040 -1.41750 0.145
H 1.80762 0.78542 1.44639 -0.001
H 2.75433 -2.14195 0.66083 0.113

---

# 4
22
Properties=species:S:1:pos:R:3:lowdin_charge:R:1 method="wB97M-V/def2-TZVPD" relative_energy_kj_mol=0.0 charge=+1 multiplicity=5 homo_ev="-11.46 / -11.47" gap_ha="0.252 / 0.254" s_squared=6.0070
O -2.43856 0.48477 -1.00966 -0.316
C -1.68924 1.54177 -1.52596 -0.359
C -0.54549 1.03598 -2.41261 -0.269
O 0.08424 -0.07310 -1.83049 -0.491
Mg -1.17070 -0.85526 -0.47923 0.861
H -2.30877 2.24232 -2.11946 0.125
H -0.96243 0.71746 -3.38720 0.131
O 2.33370 0.25608 0.31627 -0.346
C 1.63318 1.08010 1.06290 -0.232
C 0.41900 0.83664 1.62021 -0.089
O -0.25910 -0.36469 1.37337 -0.199
C 0.29340 -1.56191 1.97470 -0.147
C 0.08557 -2.65263 0.98116 -0.184
O 0.31520 -2.32030 -0.30007 -0.407
Nd 1.87302 -1.06940 -1.18213 1.966
H 2.12109 2.01755 1.37278 0.138
H -0.03547 1.48318 2.36847 0.139
H -0.20396 -1.76859 2.93306 0.149
H 1.36400 -1.36319 2.16668 0.138
H 0.10565 -3.70484 1.27800 0.130
H -1.20886 2.15129 -0.68184 0.122
H 0.19456 1.88678 -2.51895 0.138

---

# 5
20
Properties=species:S:1:pos:R:3:nbo_charge:R:1 method="wB97M-V/def2-TZVPD" relative_energy_kj_mol=137.1 charge=+1 homo_ev="-13.79 / -13.30" gap_ha="0.298 / 0.267"
O -1.24757 -0.52883 -1.43038 -0.721
Mg -0.44311 -1.53858 0.16867 1.841
O -1.23131 -2.67523 -1.26031 -0.914
C -1.67860 -1.73775 -2.00045 0.953
O -2.33004 -1.75247 -3.01674 -0.579
C -1.54929 0.73355 -2.04352 -0.071
C -0.78613 1.80514 -1.30314 -0.635
H -1.25699 0.67849 -3.09967 0.217
H -2.63495 0.89005 -1.99120 0.210
H 0.28390 1.56319 -1.24073 0.194
H -0.90537 2.76045 -1.82965 0.252
H -1.17902 1.93045 -0.28498 0.212
C 2.09435 0.00659 2.76744 -0.193
C 2.46744 -1.28149 2.56159 -0.452
H 1.88296 0.38026 3.77353 0.228
H 1.80417 -1.67715 3.40151 0.228
H 3.52936 -1.52514 2.62170 0.269
O 0.13981 0.16789 1.52203 -0.694
C 1.24435 0.65948 1.75653 0.482
H 1.79605 1.14109 0.92775 0.172

---

# 6
16
Properties=species:S:1:pos:R:3:nbo_charge:R:1 method="wB97M-V/def2-TZVPD" relative_energy_kj_mol=442.6 homo_ev=-6.74 gap_ha=0.285
C -0.49901 -0.67586 2.00237 -0.412
N -0.32719 0.38066 1.03141 -0.245
C 0.80226 1.05481 0.66325 -0.176
C 0.83209 0.16182 -1.50434 -0.164
C 0.20694 -0.95439 -1.88903 -0.421
C -1.06454 0.64254 -0.05689 -0.115
C 0.13687 1.25048 -0.71882 -0.329
H -0.16766 -1.60992 1.53202 0.220
H -1.55393 -0.76364 2.26988 0.214
H 0.10285 -0.46819 2.88857 0.215
H 1.79978 0.67053 0.86863 0.181
H 1.90730 0.26164 -1.65741 0.198
H 0.75098 -1.81481 -2.26727 0.195
H -0.87463 -1.03124 -1.83984 0.200
H -2.14132 0.65532 -0.14180 0.205
H 0.08922 2.24025 -1.18073 0.233

---

# 7
16
Properties=species:S:1:pos:R:3:nbo_charge:R:1 method="wB97M-V/def2-TZVPD" relative_energy_kj_mol=9.8 homo_ev=-7.79 gap_ha=0.325
C 1.00046 1.64307 1.78325 -0.623
C 0.38048 0.57732 0.92172 -0.096
C 0.20727 -0.74711 1.24131 -0.090
N -0.32072 -1.38593 0.14565 -0.505
C -0.49393 -0.49471 -0.88144 0.128
C -0.91758 -0.94360 -2.24441 -0.638
C -0.08073 0.73295 -0.41988 -0.302
H 2.00880 1.35407 2.10586 0.215
H 0.41066 1.85169 2.68449 0.214
H 1.09473 2.58050 1.22344 0.214
H 0.41832 -1.28825 2.15421 0.206
H -0.55421 -2.36464 0.10118 0.406
H -1.77425 -1.62824 -2.21418 0.213
H -1.19837 -0.08265 -2.85809 0.229
H -0.09613 -1.46257 -2.75602 0.216
H -0.08481 1.65810 -0.98707 0.214

---

# 8
16
Properties=species:S:1:pos:R:3:nbo_charge:R:1 method="wB97M-V/def2-TZVPD" relative_energy_kj_mol=290.4 homo_ev=-8.83 gap_ha=0.357
C 1.42566 0.96951 0.65700 -0.639
C 0.63388 0.84784 -0.62879 -0.263
C -0.90853 0.14097 -0.59495 -0.155
C -1.59358 -0.30507 0.65727 -0.635
C 0.29925 -0.50118 -1.17732 -0.364
C 0.77627 -1.66467 -0.44386 0.295
N 1.14862 -2.59414 0.13384 -0.325
H 2.49749 0.89460 0.43552 0.229
H 1.26085 1.93976 1.13491 0.223
H 1.19818 0.17499 1.38076 0.211
H -0.13923 1.56512 -0.86396 0.285
H -1.59951 0.48630 -1.38866 0.217
H -0.87756 -0.50670 1.45434 0.224
H -2.31268 0.43517 1.02862 0.222
H -2.13803 -1.23192 0.46365 0.225
H 0.32890 -0.65058 -2.24839 0.250

---

# 9
16
Properties=species:S:1:pos:R:3:nbo_charge:R:1 method="wB97M-V/def2-TZVPD" relative_energy_kj_mol=278.6 homo_ev=-9.38 gap_ha=0.383
C -2.14354 -0.77275 -2.69859 -0.681
C -1.40488 -0.24605 -1.54842 0.001
C -0.80676 0.21096 -0.60613 -0.029
C -0.09856 0.86176 0.50315 -0.476
C 0.73649 -0.07019 1.36887 -0.075
C 2.20349 0.10547 1.34386 -0.259
N 1.42168 0.58623 2.48113 -0.592
H -1.53989 -1.48824 -3.26615 0.233
H -2.42860 0.03707 -3.37927 0.234
H -3.05997 -1.27932 -2.37933 0.232
H -0.80840 1.42138 1.12228 0.238
H 0.58712 1.60353 0.07645 0.231
H 0.33690 -1.07206 1.52802 0.203
H 2.60033 0.90259 0.71922 0.192
H 2.85693 -0.75335 1.46889 0.195
H 1.54765 -0.04703 3.26602 0.353

---

# 10
16
Properties=species:S:1:pos:R:3:nbo_charge:R:1 method="wB97M-V/def2-TZVPD" relative_energy_kj_mol=486.2 homo_ev="-6.99 / -7.05" gap_ha="0.285 / 0.288"
C 3.36164 0.41517 0.21097 -0.685
C 1.98734 -0.02399 -0.04141 0.045
C 0.85075 -0.37954 -0.22848 -0.059
C -0.47862 -0.89110 -0.55763 -0.284
N -1.61642 -0.19689 0.09905 -0.290
C -2.84061 -0.46849 -0.36224 -0.303
C -1.53367 0.89641 0.87726 -0.334
H 3.79737 0.89495 -0.67173 0.236
H 3.99987 -0.43109 0.48558 0.236
H 3.38683 1.13648 1.03359 0.240
H -0.67342 -0.71733 -1.62424 0.229
H -0.53428 -1.97301 -0.39708 0.231
H -3.68105 -0.25015 0.28059 0.198
H -2.96638 -0.69352 -1.41525 0.168
H -2.12421 1.73179 0.53585 0.186
H -0.93514 0.95032 1.77516 0.185

---

# 11
16
Properties=species:S:1:pos:R:3:nbo_charge:R:1 method="wB97M-V/def2-TZVPD" relative_energy_kj_mol=638.8 homo_ev="-6.99 / -6.99" gap_ha="0.280 / 0.280"
C -2.68231 -0.99985 -0.78048 -0.692
C -1.84794 0.20017 -1.05290 -0.024
C -0.55432 0.29943 -1.14823 -0.402
C 0.77163 0.51843 -0.79190 -0.017
N 1.21512 0.98034 0.44535 -0.409
C 2.36628 0.36524 1.07080 -0.239
C 1.00231 0.23548 1.66430 -0.239
H -2.90285 -1.45268 -1.75707 0.244
H -3.65319 -0.73340 -0.34907 0.220
H -2.21573 -1.78399 -0.16198 0.187
H 1.54428 0.53664 -1.55953 0.206
H -0.17235 1.21465 -1.80808 0.352
H 3.09450 1.04658 1.50482 0.206
H 2.78474 -0.52303 0.59780 0.196
H 0.51331 -0.73468 1.59174 0.201
H 0.73651 0.83067 2.53442 0.209

---

# 12
16
Properties=species:S:1:pos:R:3:nbo_charge:R:1 method="wB97M-V/def2-TZVPD" relative_energy_kj_mol=397.0 homo_ev=-8.31 gap_ha=0.338
C -1.15102 1.06926 -1.49550 -0.421
N -0.02943 0.35452 -0.88073 -0.464
C 1.41481 0.46832 0.16524 -0.040
C 1.71378 -0.95474 0.20473 -0.277
C 0.55745 -1.60319 0.45749 -0.064
C -0.46130 -0.70583 1.14557 -0.446
C 0.00389 0.58668 0.54854 -0.133
H -1.10173 2.16035 -1.52795 0.180
H -1.33251 0.68163 -2.50525 0.203
H -2.05799 0.80653 -0.90725 0.182
H 2.16538 1.25557 0.20118 0.231
H 2.64344 -1.40292 -0.12504 0.220
H 0.35446 -2.63304 0.18960 0.211
H -1.50478 -0.86147 0.85420 0.213
H -0.36664 -0.79788 2.23481 0.209
H -0.34915 1.56376 0.88876 0.198

---

# 13
16
Properties=species:S:1:pos:R:3:nbo_charge:R:1 method="wB97M-V/def2-TZVPD" relative_energy_kj_mol=411.5 homo_ev=-9.12 gap_ha=0.372
C 3.11462 -0.95396 0.08229 -0.249
C 1.99617 -0.70135 -0.29725 -0.005
C 0.63639 -0.46285 -0.84005 -0.500
C -0.41318 0.26790 0.04199 0.068
C -1.33571 1.25824 -0.71574 -0.613
C -0.36166 -0.16815 1.46592 -0.248
N -1.49217 -0.58419 0.68258 -0.575
H 4.10828 -1.18158 0.41564 0.239
H 0.76330 0.05642 -1.79883 0.237
H 0.18601 -1.43583 -1.04874 0.254
H -0.89264 1.40073 -1.69448 0.214
H -1.53751 2.20720 -0.21958 0.221
H -2.32374 0.79648 -0.93361 0.210
H 0.26092 -1.05032 1.60873 0.213
H -0.47985 0.45628 2.34112 0.200
H -2.22924 0.09497 0.91002 0.335